No. 1
Computed, not measured: a structure of composition C27H12AlClF4IN6O, with ωB97M-V/def2-TZVPD.

XYZ file:
```
53
Properties=species:S:1:pos:R:3:forces:R:3:mulliken_charge:R:1
Al -0.338 -1.377 0.024 0.16 -0.15 0.31 -0.881
Cl -1.104 -7.653 -1.979 0.01 0.05 0.02 -0.215
C -0.487 -6.084 -1.610 -0.01 -0.02 0.00 0.403
C 0.830 -5.798 -1.820 -0.01 0.05 0.02 -0.391
C 1.369 -4.519 -1.522 -0.06 -0.15 -0.04 -0.432
I 3.373 -4.151 -1.850 0.08 0.03 0.00 0.130
C 0.564 -3.536 -1.019 -0.07 0.06 -0.02 0.265
O 0.961 -2.290 -0.700 -0.09 0.01 0.01 -0.073
C -0.808 -3.835 -0.813 0.01 0.08 0.03 0.793
N -1.567 -2.808 -0.300 0.07 -0.02 -0.08 0.138
C -2.849 -3.012 -0.032 -0.09 -0.06 0.00 0.065
C -3.465 -4.239 -0.270 0.06 0.09 0.00 -1.061
C -2.726 -5.273 -0.795 0.02 -0.01 -0.01 -0.499
C -1.361 -5.094 -1.083 -0.05 -0.12 -0.03 -0.366
H 1.480 -6.564 -2.218 0.01 0.01 0.00 0.428
H -3.402 -2.181 0.387 0.00 -0.01 0.02 0.587
H -4.512 -4.358 -0.035 0.00 -0.01 0.00 0.429
H -3.184 -6.235 -0.983 0.00 0.00 -0.01 0.471
F 2.934 2.378 3.541 0.06 0.02 0.05 -0.325
C 2.100 2.756 2.595 -0.07 -0.13 0.07 0.619
C 2.457 3.714 1.728 -0.08 0.06 -0.14 -0.092
F 3.638 4.306 1.855 0.04 0.02 0.01 -0.314
C 1.593 4.131 0.646 -0.01 -0.09 0.12 -0.381
C 0.237 3.432 0.510 0.04 0.09 -0.01 2.232
C -0.069 2.507 1.654 -0.03 -0.02 -0.05 -0.906
F -1.303 1.991 1.584 -0.04 -0.03 0.01 -0.453
C 0.809 2.065 2.558 0.13 0.13 -0.03 1.094
C 0.588 0.837 3.335 -0.18 -0.07 -0.09 -0.566
C 0.071 -0.155 2.581 0.19 -0.12 0.10 0.845
N -0.329 -0.943 1.796 -0.10 0.21 -0.16 -0.230
C 0.941 0.635 4.696 0.03 0.06 -0.02 -0.185
N 1.225 0.475 5.798 0.00 -0.01 0.04 -0.474
F -0.740 4.407 0.470 0.01 -0.02 0.00 -0.401
C 1.914 5.118 -0.224 -0.01 0.00 -0.08 1.269
C 3.133 5.874 -0.191 -0.08 0.02 0.09 -0.253
N 4.076 6.528 -0.200 0.04 0.00 -0.06 -0.458
C 1.026 5.472 -1.300 0.08 -0.02 0.04 -0.281
N 0.336 5.696 -2.190 -0.03 0.01 -0.02 -0.553
C -2.877 0.397 -1.374 -0.10 0.01 -0.06 -1.615
C -1.600 1.120 -1.168 0.10 -0.08 0.07 0.377
C -1.296 2.409 -1.257 -0.05 0.07 -0.05 -1.104
C 0.124 2.607 -0.840 0.04 -0.06 0.03 0.751
C 0.572 1.190 -0.609 0.06 -0.05 0.08 -0.547
C 1.966 0.764 -0.334 -0.05 0.05 -0.04 -1.129
N -0.432 0.374 -0.730 -0.10 0.14 -0.12 0.627
H -3.601 1.049 -1.857 0.00 0.01 0.02 0.437
H -3.305 0.093 -0.414 0.02 -0.02 0.01 0.210
H -2.753 -0.487 -2.003 0.04 0.00 0.01 0.399
H -1.956 3.211 -1.540 -0.01 0.01 0.00 0.510
H 0.734 3.088 -1.608 -0.03 0.01 -0.02 1.026
H 2.532 1.553 0.155 0.02 0.00 0.01 0.393
H 2.442 0.566 -1.300 0.02 0.00 0.01 0.347
H 2.038 -0.151 0.254 -0.01 -0.02 0.00 0.337
```
Positions in Å, forces in eV/Å.

Results
strongest force on any atom = 0.38 eV Å⁻¹
gap between HOMO and LUMO = 7.0 eV
charge = +1
HOMO level = -0.4244 Ha



No. 2
Computed, not measured: the molecule CH3ClN2O2, with ωB97M-V/def2-TZVPD.

XYZ file:
```
9
Properties=species:S:1:pos:R:3:forces:R:3:mulliken_charge:R:1
C 0.896 0.998 0.037 1.50 -1.35 1.91 -0.715
N -0.399 0.409 0.142 -0.75 -2.87 0.22 -0.455
N -0.361 -0.778 -0.283 0.90 1.83 0.02 1.100
O 0.554 -1.329 -0.904 -1.75 -0.64 0.83 -0.623
O -1.498 -1.632 -0.114 -0.09 -0.71 -0.47 -0.319
Cl -2.887 -1.251 0.825 1.28 0.58 -0.44 0.077
H 0.683 1.960 -0.148 -0.25 3.66 -1.44 0.308
H 1.375 1.106 1.037 -0.49 -0.62 -0.21 0.272
H 1.636 0.518 -0.591 -0.34 0.11 -0.43 0.355
```
Positions in Å, forces in eV/Å.

Results
SMILES string = C/N=[N+](\[O-])OCl
strongest force on any atom = 3.95 eV Å⁻¹
gap between HOMO and LUMO = 9.4 eV
HOMO level = -0.3811 Ha



No. 3
Computed, not measured: a structure of composition C5H8N, with ωB97M-V/def2-TZVPD.

XYZ file:
```
14
Properties=species:S:1:pos:R:3:forces:R:3:mulliken_charge:R:1
C -0.392 1.761 0.763 -2.73 1.92 -1.81 -0.640
C -0.916 1.326 -0.418 1.90 -0.40 2.07 -0.530
C 0.309 0.489 1.010 2.30 1.13 3.06 0.009
C -0.120 0.029 -0.254 0.24 -2.08 -2.61 0.753
C 0.531 -0.947 -1.232 0.45 -0.20 1.17 -1.159
N -0.647 -0.603 1.100 1.84 -2.22 -0.45 -0.353
H -0.740 2.707 1.204 0.90 -0.70 0.66 0.386
H -1.628 1.736 -1.079 -0.59 0.04 -0.80 0.433
H 1.191 0.302 1.628 0.01 0.26 -0.66 0.476
H 1.551 -0.682 -1.564 -0.40 0.15 0.63 0.287
H -0.030 -0.998 -2.118 -0.98 -0.06 -1.13 0.363
H 0.531 -1.972 -0.804 0.23 0.66 -0.24 0.345
H -0.157 -1.503 1.419 -1.51 1.39 -0.64 0.347
H -1.587 -0.427 1.312 -1.65 0.11 0.76 0.283
```
Positions in Å, forces in eV/Å.

Results
strongest force on any atom = 3.99 eV Å⁻¹
gap between HOMO and LUMO = 10.9 eV
charge = +1
HOMO level = -0.5479 Ha



No. 4
Computed, not measured: a cluster of 2 separate species, C16H32N2O6P in total, with ωB97M-V/def2-TZVPD.

XYZ file:
```
57
Properties=species:S:1:pos:R:3:forces:R:3:mulliken_charge:R:1
C 2.102 -2.492 -3.164 -0.23 0.22 0.07 -1.085
C 1.919 -1.030 -3.654 0.25 -0.46 0.18 -0.149
C 0.997 -0.320 -2.684 0.48 -0.13 -0.30 -0.618
O 0.414 0.919 -3.237 -0.32 -0.49 0.30 -0.394
N -0.938 0.857 -2.986 0.21 0.14 -0.39 0.162
C -1.730 0.493 -3.992 -0.52 -0.14 -0.22 -0.277
C -3.077 0.374 -3.754 -0.32 0.01 0.03 -0.597
C -3.611 0.609 -2.491 -0.12 0.24 -0.03 0.590
C -5.071 0.443 -2.217 -0.09 0.32 0.69 -1.049
C -5.436 -1.020 -1.970 0.23 -0.09 -0.47 -0.581
O -5.437 -1.740 -3.202 0.21 0.15 0.19 -0.507
C -2.732 0.990 -1.460 -0.09 0.09 -0.01 0.044
N -3.190 1.214 -0.139 0.21 -0.37 -0.18 -0.451
C -1.391 1.110 -1.751 0.40 0.08 0.02 -0.610
H 1.758 -3.190 -3.923 0.14 -0.09 0.00 0.298
H 3.134 -2.711 -2.906 0.04 -0.05 -0.10 0.314
H 1.505 -2.682 -2.270 0.04 -0.05 0.03 0.302
H 1.485 -1.049 -4.653 0.00 0.23 -0.02 0.251
H 2.904 -0.571 -3.694 -0.14 0.32 -0.18 0.301
H 1.525 -0.041 -1.773 -0.13 -0.09 0.13 0.317
H 0.176 -1.004 -2.477 -0.09 0.14 0.23 0.426
H -1.315 0.277 -4.964 0.42 0.15 0.13 0.466
H -3.734 0.081 -4.559 0.03 -0.03 -0.04 0.520
H -5.696 0.900 -2.983 0.09 -0.25 -0.24 0.446
H -5.290 0.972 -1.290 -0.06 0.01 -0.01 0.363
H -4.687 -1.454 -1.302 -0.18 0.03 0.24 0.422
H -6.419 -1.074 -1.503 -0.01 -0.03 0.00 0.307
H -4.877 -2.511 -3.080 -0.15 -0.14 -0.17 0.320
H -2.495 0.887 0.520 -0.06 0.26 0.21 0.189
H -3.411 2.185 0.042 -0.09 -0.02 0.06 0.284
H -0.639 1.396 -1.025 -0.03 0.04 0.03 0.966
O 0.845 1.499 1.674 1.85 -0.02 -3.18 -0.722
P 2.074 0.938 2.306 -2.41 -0.81 6.56 1.201
O 1.366 -0.270 3.186 0.24 0.05 -0.21 -0.367
C 0.407 -1.124 2.578 -0.21 -0.06 0.00 -0.110
C 1.037 -2.144 1.642 0.06 0.02 0.03 -0.895
O 2.442 2.009 3.453 0.45 0.03 -0.67 -0.429
C 2.124 3.404 3.317 -0.28 0.27 0.13 -0.318
C 0.884 3.753 4.112 -0.02 -0.10 0.19 -1.057
O 3.490 0.228 2.297 -0.03 0.61 -2.86 -0.425
C 4.073 -0.346 3.499 0.51 -0.26 0.40 -0.092
C 3.998 -1.855 3.501 -0.32 -0.08 -0.09 -1.084
H -0.340 -0.531 2.044 0.06 0.08 0.02 0.079
H -0.110 -1.633 3.392 0.05 0.02 0.04 0.302
H 1.678 -1.658 0.901 -0.07 0.01 -0.04 0.155
H 0.263 -2.710 1.120 -0.02 0.02 0.00 0.417
H 1.657 -2.850 2.190 0.00 -0.02 -0.02 0.245
H 2.006 3.672 2.268 -0.07 -0.14 -0.03 0.315
H 2.983 3.957 3.698 0.06 -0.11 0.01 0.350
H 0.084 3.037 3.927 0.00 0.03 -0.16 0.259
H 0.529 4.752 3.856 0.03 0.01 0.00 0.360
H 1.096 3.729 5.181 0.01 0.01 0.00 0.321
H 3.618 0.072 4.392 -0.18 0.13 -0.14 0.238
H 5.115 -0.031 3.481 -0.05 0.14 -0.17 0.428
H 3.012 -2.198 3.806 0.00 0.03 0.01 0.150
H 4.722 -2.258 4.210 0.07 0.07 -0.03 0.441
H 4.206 -2.258 2.510 0.16 0.02 0.03 0.271
```
Positions in Å, forces in eV/Å.

Results
strongest force on any atom = 7.04 eV Å⁻¹
gap between HOMO and LUMO = 8.6 eV
charge = +1
HOMO level = -0.4545 Ha



No. 5
Computed, not measured: a structure of composition C11H5Br4CuNO2S, with ωB97M-V/def2-TZVPD.

XYZ file:
```
25
Properties=species:S:1:pos:R:3:forces:R:3:mulliken_charge:R:1
Cu 0.683 0.720 2.413 0.21 0.26 0.22 -0.181
Br -5.976 0.144 0.685 0.01 0.00 0.00 -0.186
C -4.120 -0.213 0.779 0.06 0.04 0.06 0.254
C -3.550 -1.154 -0.066 0.00 -0.03 -0.02 0.018
Br -4.593 -2.095 -1.332 0.01 0.00 0.01 -0.195
C -2.174 -1.399 0.041 0.11 -0.08 -0.03 0.003
Br -1.320 -2.692 -1.053 -0.01 0.05 0.00 -0.160
C -1.373 -0.731 0.948 -0.30 0.27 -0.27 0.537
O -0.070 -1.015 1.111 -0.23 -0.95 0.89 -0.720
C -1.943 0.261 1.812 0.25 0.00 0.10 0.756
O -1.211 0.914 2.648 -0.12 -0.11 -0.09 -0.854
C -3.328 0.474 1.700 -0.16 0.02 -0.02 -0.306
Br -4.054 1.774 2.866 0.02 -0.03 -0.02 -0.141
S 2.812 0.913 1.947 0.02 0.13 0.18 -0.271
C 2.771 0.667 0.235 0.16 -0.18 -0.28 0.507
N 1.685 0.154 -0.366 0.14 -0.12 -0.07 -0.357
C 1.666 -0.042 -1.688 0.09 0.09 0.10 -0.131
C 2.732 0.245 -2.509 -0.07 0.02 -0.08 -0.789
C 3.882 0.760 -1.906 0.00 0.00 -0.02 -0.024
C 3.906 0.966 -0.551 0.03 0.12 0.13 -0.813
H 0.630 -0.640 0.493 -0.25 0.58 -0.67 0.672
H 0.740 -0.453 -2.072 0.01 -0.06 -0.08 0.316
H 2.668 0.071 -3.574 0.02 0.01 0.00 0.372
H 4.755 1.005 -2.500 -0.01 -0.03 -0.03 0.348
H 4.782 1.366 -0.060 -0.01 0.00 0.00 0.345
```
Positions in Å, forces in eV/Å.

Results
strongest force on any atom = 1.32 eV Å⁻¹
gap between HOMO and LUMO = 7.1 eV
charge = -1
HOMO level = -0.1664 Ha



No. 6
Computed, not measured: a cluster of 2 separate species, C3H10N in total, with ωB97M-V/def2-TZVPD.

XYZ file:
```
14
Properties=species:S:1:pos:R:3:forces:R:3:mulliken_charge:R:1
C 0.311 2.878 1.629 -0.24 -0.30 -0.19 -0.707
H -0.077 3.566 0.881 -0.19 0.03 0.15 0.255
H 1.198 3.316 2.075 0.11 -0.21 0.02 0.256
H 0.513 1.929 1.126 0.39 0.09 -0.01 -0.044
H -0.425 2.641 2.396 -0.07 0.36 0.02 0.249
C -1.018 -1.888 -0.235 -1.65 0.84 -1.11 -0.751
C 0.720 -1.383 -1.893 -0.22 -0.04 -0.33 -0.051
N 0.193 -1.252 -0.746 1.15 -1.25 0.64 -0.001
H -0.900 -2.829 0.283 0.68 0.05 0.27 0.321
H -1.695 -2.063 -1.076 0.24 -0.10 -0.04 0.325
H -1.528 -1.130 0.354 0.08 -0.20 0.43 0.318
H 0.206 -1.931 -2.675 -0.16 0.10 0.02 0.259
H 1.695 -0.958 -2.100 -0.01 0.07 0.11 0.280
H 0.805 -0.894 -0.018 -0.10 0.55 0.01 0.292
```
Positions in Å, forces in eV/Å.

Results
strongest force on any atom = 2.16 eV Å⁻¹
gap between HOMO and LUMO = 10.4 eV
charge = +1
HOMO level = -0.5861 Ha



No. 7
Computed, not measured: the molecule C11H13N3O2S, with ωB97M-V/def2-TZVPD.

XYZ file:
```
30
Properties=species:S:1:pos:R:3:forces:R:3:mulliken_charge:R:1
O 2.289 1.014 1.716 -0.07 -0.46 2.23 -0.653
C 1.202 0.672 1.304 5.32 2.48 -1.66 0.137
N 0.967 1.087 0.027 -4.46 -1.60 -0.31 -0.157
C -0.247 0.407 -0.562 2.53 -0.50 1.84 1.603
C 0.205 -0.634 -1.665 -1.75 0.28 -1.15 -1.122
C -0.249 -0.249 -3.104 -1.96 -0.64 0.45 -0.626
C -0.695 1.215 -3.332 0.84 0.65 -1.72 -0.578
C -0.960 2.155 -2.162 0.06 -0.23 0.86 -0.695
C -1.348 1.392 -0.868 0.57 0.81 -1.03 -1.010
C -0.557 -0.348 0.734 -4.27 -5.47 -0.76 -0.245
O -1.399 -1.260 0.800 0.66 1.90 -0.68 -0.639
N 0.286 -0.214 1.775 0.67 2.08 -0.65 0.312
C 0.494 -1.041 2.871 -1.38 -1.81 -1.90 0.551
N 0.899 -0.655 3.974 1.71 1.54 3.01 -0.490
C 1.042 -1.694 4.876 -0.06 0.35 0.09 -0.577
C 0.584 -2.864 4.429 -0.29 -1.19 -0.99 -0.168
S 0.163 -2.737 2.736 -0.43 -0.34 0.85 -0.057
H 1.618 1.607 -0.475 1.24 0.77 -0.48 0.177
H -0.136 -1.661 -1.501 -0.54 0.41 0.53 0.264
H 1.238 -0.796 -1.758 1.71 0.54 0.75 0.440
H 0.478 -0.405 -3.847 1.60 -0.37 -0.47 0.331
H -1.007 -1.026 -3.463 0.29 1.41 0.74 0.349
H 0.068 1.744 -4.004 -0.64 -0.76 1.04 0.300
H -1.509 1.165 -4.022 -1.04 0.06 -0.17 0.343
H 0.032 2.547 -1.922 -0.29 0.76 -0.02 0.284
H -1.685 2.981 -2.414 0.89 -0.86 0.26 0.335
H -1.414 2.063 -0.010 -0.02 0.12 -0.09 0.415
H -2.293 0.923 -0.977 -0.90 -0.76 -0.10 0.394
H 1.514 -1.610 5.849 -0.34 0.62 -0.11 0.385
H 0.418 -3.780 4.996 0.35 0.20 -0.36 0.397
```
Positions in Å, forces in eV/Å.

Results
SMILES string = O=C1NC2(CCCCC2)C(=O)N1c1nccs1
strongest force on any atom = 6.98 eV Å⁻¹
gap between HOMO and LUMO = 9.9 eV
HOMO level = -0.3422 Ha



No. 8
Computed, not measured: the molecule C8H8O2Si, with ωB97M-V/def2-TZVPD.

XYZ file:
```
19
Properties=species:S:1:pos:R:3:forces:R:3:mulliken_charge:R:1
C 3.088 1.152 1.040 1.06 -0.02 1.41 -0.406
Si 2.391 1.870 2.548 -2.09 -2.67 -3.22 0.378
O 0.805 1.452 1.984 -0.51 -0.66 0.54 -0.409
C 0.846 0.941 0.580 -1.86 -0.20 1.12 0.201
C -0.292 -0.138 -0.174 1.01 2.52 0.65 0.319
C -0.275 -0.233 -1.576 -1.30 -1.92 0.22 -0.685
C -1.289 -1.023 -2.227 3.13 2.12 -1.05 -0.253
C -2.303 -1.610 -1.589 -1.16 -1.75 -0.88 -0.511
C -2.329 -1.444 -0.228 -1.76 -1.45 0.85 -0.151
C -1.396 -0.714 0.470 0.54 0.51 -0.14 -0.369
O 2.064 0.386 0.478 2.00 -1.15 -0.88 -0.286
H 4.082 0.649 0.932 -1.05 0.79 -0.17 0.340
H 2.141 2.776 3.619 0.37 0.85 0.49 -0.067
H 0.777 1.920 0.155 -0.16 0.43 -1.66 0.218
H 0.487 0.013 -2.286 0.71 0.85 0.40 0.347
H -1.118 -1.116 -3.294 -0.33 -0.15 -0.05 0.321
H -2.973 -2.309 -2.187 0.62 1.15 1.22 0.286
H -3.142 -2.028 0.246 0.60 0.83 0.38 0.286
H -1.563 -0.544 1.507 0.17 -0.05 0.75 0.441
```
Positions in Å, forces in eV/Å.

Results
SMILES string = C1=[SiH]O[C@H](c2ccccc2)O1
strongest force on any atom = 4.67 eV Å⁻¹
gap between HOMO and LUMO = 7.7 eV
HOMO level = -0.2805 Ha



Number 1: energy -77266.532 eV. Number 2: energy -20676.966 eV. Number 3: energy -6794.545 eV. Number 4: energy -41658.080 eV. Number 5: energy -352721.467 eV. Number 6: energy -4755.410 eV. Number 7: energy -31017.540 eV. Number 8: energy -20394.018 eV.